[1]
DFT (ωB97M-V with the def2-TZVPD basis set) results for an isolated molecule of C3H4ClFO at a distorted geometry.

```
! RIJCOSX wB97M-V def2-TZVPD def2/J DEFGRID3
* xyz 0 1
Cl 1.885 -0.894 0.024
F 0.273 -0.259 1.727
O -1.908 -0.924 0.104
C -0.800 -1.190 -0.150
C 0.148 1.171 -0.267
C 0.311 -0.240 0.360
H -0.342 -2.076 -0.625
H 0.347 1.066 -1.343
H 0.909 1.793 0.186
H -0.823 1.551 -0.017
*
```

As for the SMILES: C[C@](F)(Cl)C=O. The calculation puts the LUMO energy at 0.521 eV. The calculation puts the relative energy (zero: lowest compared OMol25 entry of this formula, charge and spin) at 11.8 kJ/mol. Its total energy is -751.98649 Eh. For the HOMO-LUMO gap, the calculation gives 11.0 eV.

Charges per atom according to Mulliken partitioning, unit e: -0.19, -0.26, -0.39, -0.11, -1.19, 0.81, 0.32, 0.35, 0.33, 0.34

=====

[2]
DFT (ωB97M-V with the def2-TZVPD basis set) results for an isolated molecule of C3H4ClFO at a distorted geometry.

```
! RIJCOSX wB97M-V def2-TZVPD def2/J DEFGRID3
* xyz 0 1
Cl -2.422 -0.258 0.116
F -0.760 1.575 0.124
O 1.499 0.077 -0.537
C 0.250 -0.537 -0.283
C -0.940 0.399 -0.609
C 1.007 -0.130 0.828
H 0.032 -1.631 -0.637
H 1.594 -0.868 1.221
H -1.060 0.592 -1.621
H 0.799 0.780 1.399
*
```

As for the SMILES: F[C@H](Cl)[C@@H]1CO1. The calculation puts the LUMO energy at 0.940 eV. The calculation puts the relative energy (zero: lowest compared OMol25 entry of this formula, charge and spin) at 131.1 kJ/mol. Its total energy is -751.94103 Eh. For the HOMO-LUMO gap, the calculation gives 11.7 eV.

Charges per atom according to Mulliken partitioning, unit e: -0.18, -0.26, -0.42, 0.07, 0.06, -0.40, 0.32, 0.29, 0.31, 0.21

=====

[3]
DFT (ωB97M-V with the def2-TZVPD basis set) results for an isolated molecule of C3H4ClIN2 at a distorted geometry.

```
! RIJCOSX wB97M-V def2-TZVPD def2/J DEFGRID3
* xyz 0 1
I -1.045 2.286 1.099
Cl 2.024 0.626 -1.725
N -0.510 -1.581 -0.368
N -0.101 -1.019 -1.336
C 0.402 0.262 -1.060
C 0.267 0.568 0.481
C -0.486 -0.733 0.865
H -0.337 0.745 -1.705
H -0.040 -1.329 1.636
H 1.285 0.631 0.974
H -1.460 -0.456 1.139
*
```

As for the SMILES: Cl[C@H]1N=NC[C@@H]1I. The calculation puts the LUMO energy at -0.366 eV. The calculation puts the relative energy (zero: lowest compared OMol25 entry of this formula, charge and spin) at 9.8 kJ/mol. Its total energy is -984.03951 Eh. For the HOMO-LUMO gap, the calculation gives 9.2 eV.

Charges per atom according to Mulliken partitioning, unit e: 0.06, -0.18, -0.24, -0.20, 0.11, -0.43, -0.46, 0.32, 0.26, 0.43, 0.32

=====

[4]
DFT (ωB97M-V with the def2-TZVPD basis set) results for an isolated molecule of C3H4ClIN2S at a distorted geometry.

```
! RIJCOSX wB97M-V def2-TZVPD def2/J DEFGRID3
* xyz 0 1
I 1.989 2.674 0.514
Cl 1.331 -3.896 1.327
S 1.420 -0.863 0.947
N -0.867 -2.445 0.461
N 0.230 0.126 0.139
C 0.340 1.340 -0.073
C -0.620 2.118 -0.907
C 0.294 -2.668 0.797
H -1.485 -3.126 0.166
H -1.456 1.427 -1.281
H -0.303 2.309 -1.836
H -0.874 3.004 -0.254
*
```

As for the SMILES: [H]/N=C(\Cl)S/N=C(/C)I. The calculation puts the LUMO energy at 0.191 eV. The calculation puts the relative energy (zero: lowest compared OMol25 entry of this formula, charge and spin) at 87.2 kJ/mol. Its total energy is -1382.20807 Eh. For the HOMO-LUMO gap, the calculation gives 9.2 eV.

Charges per atom according to Mulliken partitioning, unit e: -0.02, -0.11, -0.15, -0.44, -0.31, 0.38, -1.03, 0.47, 0.25, 0.26, 0.38, 0.33

=====

[5]
DFT (ωB97M-V with the def2-TZVPD basis set) results for an isolated molecule of C3H4ClN3 at a distorted geometry.

```
! RIJCOSX wB97M-V def2-TZVPD def2/J DEFGRID3
* xyz 0 1
Cl -0.676 1.166 1.586
N 0.631 -1.293 0.544
N -0.100 -0.221 0.227
N -0.731 -0.332 -0.947
C -0.310 -1.451 -1.429
C 0.518 -2.075 -0.481
C -0.068 2.605 1.215
H -0.670 -1.757 -2.371
H 1.023 2.910 1.230
H -0.637 3.446 0.887
H 1.020 -2.999 -0.463
*
```

The calculation puts the LUMO energy (spin up / spin down) at -1.005 / -1.033 eV. The calculation puts the relative energy (zero: lowest compared OMol25 entry of this formula, charge and spin) at 543.4 kJ/mol. Its total energy is -740.97386 Eh. For the HOMO-LUMO gap (spin up / spin down), the calculation gives 8.3 / 8.2 eV.

Charges per atom according to Mulliken partitioning, unit e: 0.16, -0.60, 0.36, -0.52, -0.24, -0.22, -0.37, 0.42, 0.27, 0.30, 0.43

=====

[6]
DFT (ωB97M-V with the def2-TZVPD basis set) results for an isolated molecule of C3H4ClNS at a distorted geometry.

```
! RIJCOSX wB97M-V def2-TZVPD def2/J DEFGRID3
* xyz 0 1
Cl -1.893 1.111 1.191
S -0.679 1.223 -2.128
N 1.326 0.630 -0.669
C -0.561 -1.209 0.991
C -0.741 0.022 0.491
C -0.031 0.665 -0.744
H 0.095 -1.924 0.500
H 1.815 0.868 -1.505
H -1.173 -1.543 1.793
H 1.843 0.158 0.079
*
```

As for the SMILES: C=C(Cl)C(N)=S. The calculation puts the LUMO energy at 0.111 eV. The calculation puts the relative energy (zero: lowest compared OMol25 entry of this formula, charge and spin) at 25.9 kJ/mol. Its total energy is -1029.82018 Eh. For the HOMO-LUMO gap, the calculation gives 8.8 eV.

Charges per atom according to Mulliken partitioning, unit e: -0.18, -0.33, -0.40, -0.75, 0.36, 0.28, 0.28, 0.20, 0.30, 0.24

=====

[7]
DFT (ωB97M-V with the def2-TZVPD basis set) results for an isolated molecule of C3H4ClOP at a distorted geometry.

```
! RIJCOSX wB97M-V def2-TZVPD def2/J DEFGRID3
* xyz 0 1
Cl -3.689 -0.080 0.030
P -1.821 0.585 -0.025
O -1.056 -0.873 -0.260
C 0.762 0.330 1.011
C 0.932 0.521 -0.457
C 0.270 -0.794 0.051
H 0.258 1.110 -0.888
H 0.928 -1.568 -0.106
H 1.817 0.483 -0.954
H 1.598 0.285 1.598
*
```

The calculation puts the LUMO energy (spin up / spin down) at -0.761 / -0.690 eV. The calculation puts the relative energy (zero: lowest compared OMol25 entry of this formula, charge and spin) at 280.5 kJ/mol. Its total energy is -993.35120 Eh. For the HOMO-LUMO gap (spin up / spin down), the calculation gives 7.2 / 8.4 eV.

Charges per atom according to Mulliken partitioning, unit e: -0.20, 0.27, -0.33, -0.24, -0.52, -0.04, 0.16, 0.41, 0.27, 0.22

=====

[8]
DFT (ωB97M-V with the def2-TZVPD basis set) results for a structure of composition C3H4CoO3 at a distorted geometry.

```
! RIJCOSX wB97M-V def2-TZVPD def2/J DEFGRID3
* xyz -1 5
Co -2.160 -0.640 1.134
O -0.859 -0.614 -1.483
O 1.159 0.016 -0.797
O 1.000 -1.577 -2.324
C 0.387 -0.774 -1.604
C 0.727 0.156 0.576
C -0.680 0.681 0.654
H 0.854 -0.835 1.036
H 1.445 0.850 1.034
H -0.998 1.509 0.002
H -0.874 1.228 1.772
*
```

The calculation puts the LUMO energy (spin up / spin down) at 3.667 / 2.403 eV. The calculation puts the relative energy (zero: lowest compared OMol25 entry of this formula, charge and spin) at 135.2 kJ/mol. Its total energy is -1725.09598 Eh. For the HOMO-LUMO gap (spin up / spin down), the calculation gives 6.5 / 6.6 eV.

Charges per atom according to Mulliken partitioning, unit e: 0.02, -0.67, -0.36, -0.72, 0.64, -0.25, -0.84, 0.28, 0.17, 0.42, 0.30

=====

[9]
DFT (ωB97M-V with the def2-TZVPD basis set) results for a structure of composition C3H4CrO3 at a distorted geometry.

```
! RIJCOSX wB97M-V def2-TZVPD def2/J DEFGRID3
* xyz 0 5
Cr 0.672 1.713 0.204
O -0.450 -0.144 0.237
O -2.348 0.724 0.239
O 2.133 0.469 0.177
C -1.743 -0.431 0.294
C 0.478 -1.164 -0.085
C 1.767 -0.778 0.001
H 0.178 2.750 -1.039
H 0.073 -2.164 -0.194
H 2.533 -1.563 0.071
H -3.292 0.589 0.095
*
```

The calculation puts the LUMO energy (spin up / spin down) at -0.179 / -0.376 eV. The calculation puts the relative energy (zero: lowest compared OMol25 entry of this formula, charge and spin) at 264.4 kJ/mol. Its total energy is -1386.72898 Eh. For the HOMO-LUMO gap (spin up / spin down), the calculation gives 7.8 / 8.3 eV.

Charges per atom according to Mulliken partitioning, unit e: 0.58, -0.07, -0.25, -0.78, -0.39, -0.47, 0.37, -0.08, 0.35, 0.33, 0.41

=====

[10]
DFT (ωB97M-V with the def2-TZVPD basis set) results for a structure of composition C3H4CsLiO5 at a distorted geometry.

```
! RIJCOSX wB97M-V def2-TZVPD def2/J DEFGRID3
* xyz 0 1
Cs 6.626 0.011 1.091
O -3.797 -1.120 0.121
O 3.404 -0.926 -0.863
O 2.306 0.293 0.619
O -0.761 0.742 0.045
O 1.316 -0.312 -1.314
C -2.127 0.571 -0.187
C -2.646 -0.780 0.255
C 2.330 -0.313 -0.549
Li 0.446 0.974 1.478
H -0.152 0.250 -0.590
H -1.900 -1.436 0.760
H -2.377 0.707 -1.253
H -2.668 1.340 0.388
*
```

The calculation puts the LUMO energy at -1.179 eV. The calculation puts the relative energy (zero: lowest compared OMol25 entry of this formula, charge and spin) at 5.6 kJ/mol. Its total energy is -520.59542 Eh. For the HOMO-LUMO gap, the calculation gives 4.5 eV.

Charges per atom according to Mulliken partitioning, unit e: 0.95, -0.49, -0.75, -0.91, -0.46, -0.89, -0.22, 0.08, 0.66, 0.87, 0.34, 0.32, 0.26, 0.25